# 1
11
Properties=species:S:1:pos:R:3:forces:R:3 method="wB97M-V/def2-TZVPD" smiles="O=C1N=c2cn[nH]c2=N1" total_charge=0 lumo_energy_ev=-1.728
O 3.274 -0.001 0.043 0.7 0.8 0.1
C 2.110 0.028 0.050 -1.4 -0.4 -0.4
N 1.174 1.357 0.003 0.9 -1.6 0.2
C 0.045 0.799 -0.024 1.5 -1.6 0.1
C -1.342 1.052 0.053 -2.3 -0.1 -0.1
N -2.049 -0.027 0.051 0.1 -0.3 -0.4
N -1.220 -1.124 0.035 2.4 -0.5 0.0
C 0.094 -0.765 -0.045 1.1 2.4 1.2
N 1.297 -1.216 0.077 -1.5 0.9 -0.5
H -1.962 1.905 0.107 0.1 1.2 0.0
H -1.420 -2.008 -0.351 -1.5 -0.9 -0.2

---

# 2
11
Properties=species:S:1:pos:R:3:forces:R:3 method="wB97M-V/def2-TZVPD" total_charge=0 lumo_energy_ev="-2.245 / -2.245"
C -1.635 -0.875 -0.622 -1.0 -1.6 -1.0
C -0.530 -1.287 0.198 0.8 -0.6 1.1
C -0.264 0.730 -0.585 0.9 -1.4 0.6
C 1.787 1.007 0.814 0.7 0.1 0.9
N -1.389 0.258 -1.192 -1.7 0.7 -0.3
N 0.395 1.848 -0.739 -1.7 -0.8 -0.3
N 1.387 1.950 0.120 0.0 1.1 -1.1
N 0.258 -0.271 0.279 0.8 0.8 -0.2
S 2.796 0.501 1.851 1.0 -1.0 1.2
H -2.501 -1.560 -0.769 0.6 1.1 -0.4
H -0.304 -2.301 0.644 -0.4 1.5 -0.4

---

Repeat the first record exactly.
11
Properties=species:S:1:pos:R:3:forces:R:3 method="wB97M-V/def2-TZVPD" smiles="O=C1N=c2cn[nH]c2=N1" total_charge=0 lumo_energy_ev=-1.728
O 3.274 -0.001 0.043 0.7 0.8 0.1
C 2.110 0.028 0.050 -1.4 -0.4 -0.4
N 1.174 1.357 0.003 0.9 -1.6 0.2
C 0.045 0.799 -0.024 1.5 -1.6 0.1
C -1.342 1.052 0.053 -2.3 -0.1 -0.1
N -2.049 -0.027 0.051 0.1 -0.3 -0.4
N -1.220 -1.124 0.035 2.4 -0.5 0.0
C 0.094 -0.765 -0.045 1.1 2.4 1.2
N 1.297 -1.216 0.077 -1.5 0.9 -0.5
H -1.962 1.905 0.107 0.1 1.2 0.0
H -1.420 -2.008 -0.351 -1.5 -0.9 -0.2

---

Copy entry 1 word for word.
11
Properties=species:S:1:pos:R:3:forces:R:3 method="wB97M-V/def2-TZVPD" smiles="O=C1N=c2cn[nH]c2=N1" total_charge=0 lumo_energy_ev=-1.728
O 3.274 -0.001 0.043 0.7 0.8 0.1
C 2.110 0.028 0.050 -1.4 -0.4 -0.4
N 1.174 1.357 0.003 0.9 -1.6 0.2
C 0.045 0.799 -0.024 1.5 -1.6 0.1
C -1.342 1.052 0.053 -2.3 -0.1 -0.1
N -2.049 -0.027 0.051 0.1 -0.3 -0.4
N -1.220 -1.124 0.035 2.4 -0.5 0.0
C 0.094 -0.765 -0.045 1.1 2.4 1.2
N 1.297 -1.216 0.077 -1.5 0.9 -0.5
H -1.962 1.905 0.107 0.1 1.2 0.0
H -1.420 -2.008 -0.351 -1.5 -0.9 -0.2